Record 1
Entry from the OMol25 dataset: a 2-piece molecular cluster, C10H13ClF2Si overall (wB97M-V/def2-TZVPD).

Summary:
DFT total energy in a.u.: -1338.12360
F_max in Eh/bohr: 0.0417
ΔE to the lowest compared entry with this formula, charge and spin in eV: 0.000
Orbital gap (spin up / spin down) in eV: 6.4701 / 7.2737
HOMO energy (spin up / spin down) in eV: -6.909 / -7.434

ORCA input file:
```
! wB97M-V def2-TZVPD RIJCOSX def2/J DEFGRID3
* xyz 0 1
C 1.67613 1.47564 -2.64369
C 2.85022 0.75320 -2.33834
C 0.73114 1.86292 -1.66756
C 3.05816 0.47334 -0.99866
C 0.97529 1.65286 -0.28658
C 2.07615 0.82946 -0.05517
C -0.00808 -1.89293 1.57244
C -3.00689 -0.74568 2.19619
C -2.14043 -1.43368 -0.77781
C -0.08148 1.95810 0.62235
F 2.38577 0.45566 1.19909
F 0.17158 1.96652 1.95072
Si -1.49651 -0.95901 0.97058
Cl -1.41069 -3.00514 -1.21096
H 1.45733 1.77053 -3.62825
H 3.57278 0.53730 -3.07591
H -0.15718 2.37296 -2.07959
H 3.88997 -0.08998 -0.47436
H 0.05441 -2.91958 2.08279
H 0.63997 -1.98984 0.64873
H 0.38112 -1.37962 2.47611
H -3.63015 0.09206 1.89440
H -3.39206 -1.64834 2.61718
H -2.65902 -0.32805 3.11323
H -1.77024 -0.62265 -1.45207
H -3.22158 -1.66003 -0.87192
H -0.94570 2.47399 0.21705
*
```

For each atom in turn, the Löwdin charge in e is: -0.0798, -0.0717, -0.0391, -0.0111, -0.1905, -0.2447, -0.2795, -0.2179, -0.7127, -0.1050, 0.0560, -0.0004, 0.7020, 0.4765, 0.0800, 0.0884, 0.1195, 0.1422, 0.0560, 0.0268, 0.0282, 0.0173, 0.0106, -0.0057, 0.0244, 0.0285, 0.1018

=====

Record 2
Entry from the OMol25 dataset: C23H31EuN10O4S3Si as an isolated structure (wB97M-V/def2-TZVPD).

Summary:
DFT total energy in a.u.: -3938.05668
F_max in Eh/bohr: 0.0598
ΔE to the lowest compared entry with this formula, charge and spin in eV: 0.000
Orbital gap (spin up / spin down) in eV: 4.1763 / 4.4178
<S²>: 15.7605
HOMO energy (spin up / spin down) in eV: -2.317 / -2.547

ORCA input file:
```
! wB97M-V def2-TZVPD RIJCOSX def2/J DEFGRID3
* xyz -1 8
Eu -0.74479 -0.58859 -0.52188
N 7.39253 1.47834 1.08585
C 6.25938 1.00348 0.43181
C 5.16734 0.53200 1.16285
C 4.05971 0.02423 0.50932
C 4.02266 -0.01182 -0.87667
C 5.09535 0.46062 -1.61171
C 6.21149 0.95828 -0.96209
S 2.59107 -0.65827 -1.68558
O 2.37493 -1.96603 -1.10010
O 2.83045 -0.59587 -3.10262
N 1.32550 0.21131 -1.21085
C 1.33133 1.57344 -1.20154
N 2.40275 2.30063 -1.56126
C 2.31414 3.61212 -1.38697
C 1.19295 4.24027 -0.87351
C 0.11826 3.40877 -0.59325
N 0.16307 2.10249 -0.76930
H 7.26989 1.78077 2.03590
H 8.01158 2.05780 0.54743
H 5.19081 0.57001 2.24651
H 3.20542 -0.32672 1.07685
H 5.03582 0.44617 -2.69167
H 7.05379 1.32960 -1.53604
H 3.19021 4.18634 -1.67768
H 1.14246 5.30928 -0.72935
H -0.82890 3.80392 -0.23540
N -6.07577 5.12653 -1.04785
C -6.23518 3.85799 -0.51199
O -7.31906 3.55840 -0.00543
C -5.08936 2.97361 -0.59279
C -5.03867 1.79465 0.19584
C -3.94385 0.97741 0.13265
N -2.85573 1.19842 -0.65565
C -2.93017 2.29275 -1.44480
C -3.97317 3.18182 -1.45137
H -6.84554 5.76401 -0.96702
H -5.17039 5.47836 -1.29337
H -5.87285 1.55434 0.84120
H -3.90763 0.07081 0.72566
H -2.09319 2.43545 -2.11890
H -3.94557 4.01051 -2.14908
C -2.03590 -6.69748 -1.64253
C -0.74266 -6.05246 -2.14561
C -0.22391 -5.03635 -1.17758
N -0.71773 -3.86302 -1.04430
N -0.12349 -3.11240 -0.06418
C 0.82830 -3.75363 0.53912
N 1.55379 -3.22537 1.56977
S 1.06836 -5.35813 -0.04946
H -2.41054 -7.42450 -2.36431
H -2.79723 -5.93355 -1.48789
H -1.87173 -7.20982 -0.69288
H -0.92188 -5.54217 -3.09248
H 0.01949 -6.81388 -2.32123
H 1.47167 -2.21795 1.62062
H 2.50480 -3.54653 1.64121
O -2.82542 -1.83786 -0.55611
S -2.73004 -1.93817 -2.05680
N -1.69799 -1.08970 -2.67314
C -1.87221 1.26748 2.94207
Si -0.76592 -0.15434 2.38523
C 0.90790 0.20627 3.22195
C -1.43122 -1.69607 3.25723
H -1.83411 1.31262 4.03904
H -2.90645 1.12739 2.62814
H -1.54067 2.22595 2.53686
H 0.71359 0.46248 4.27201
H 1.43088 1.04444 2.75469
H 1.58332 -0.65477 3.20879
H -1.46401 -1.49900 4.33714
H -0.81178 -2.57763 3.07904
H -2.44029 -1.92946 2.90949
*
```

For each atom in turn, the Löwdin charge in e is: 1.2458, 0.0832, -0.3314, -0.0314, -0.0580, -0.3087, -0.0639, -0.0380, 0.5751, -0.3456, -0.3110, -0.2642, -0.4686, 0.1373, -0.1402, -0.0772, -0.1545, 0.0731, 0.0807, 0.0790, 0.1079, 0.0986, 0.1108, 0.1036, 0.1034, 0.0856, 0.1019, 0.1548, -0.4877, 0.0427, -0.1234, 0.0180, -0.1327, 0.0340, -0.1469, -0.0132, 0.1006, 0.0801, 0.1203, 0.0979, 0.1032, 0.1025, -0.0997, -0.2442, -0.6100, 0.0015, -0.0689, -0.7303, 0.1068, 1.0836, 0.0664, 0.0752, 0.0720, 0.1143, 0.0973, 0.0508, 0.0911, -0.7644, 0.5615, -0.5678, -0.2970, 0.3364, -0.3068, -0.2930, 0.0075, -0.0156, 0.0024, 0.0026, -0.0019, -0.0127, 0.0045, -0.0103, 0.0049

=====

Record 3
Entry from the OMol25 dataset: C49H37N4O3RhS4 as an isolated structure (wB97M-V/def2-TZVPD).

Summary:
DFT total energy in a.u.: -4036.72686
F_max in Eh/bohr: 0.0944
ΔE to the lowest compared entry with this formula, charge and spin in eV: 0.227
Orbital gap (spin up / spin down) in eV: 5.0194 / 3.4294
<S²>: 6.0473
HOMO energy (spin up / spin down) in eV: -11.010 / -12.316

ORCA input file:
```
! wB97M-V def2-TZVPD RIJCOSX def2/J DEFGRID3
* xyz 2 5
Rh 1.35990 -1.10042 -0.77672
C -6.94025 -3.86362 3.31747
C -5.83044 -3.28980 2.39391
C -5.98332 -2.11803 1.71709
C -4.91716 -1.48660 1.05602
C -3.69855 -2.06037 1.06699
C -3.50359 -3.22881 1.79289
C -4.58263 -3.92908 2.30924
S -2.28334 -1.20200 0.24695
O -1.22273 -2.17469 0.20591
C -1.71268 -0.05901 1.57615
C -1.44494 -0.64272 2.83217
C -1.16504 0.19626 3.90102
C -1.28948 1.63428 3.81410
C -1.09709 2.41671 4.97985
C -1.10955 3.77822 4.79183
C -1.36168 4.39608 3.51823
C -1.65953 3.60791 2.47797
C -1.56543 2.19204 2.53188
C -1.75755 1.31635 1.38722
C -1.86078 1.85098 -0.01332
C -3.08887 2.51621 -0.45427
C -4.20718 2.60057 0.42128
C -5.51477 2.67513 -0.10435
C -5.73780 3.05756 -1.43898
C -4.58689 3.22447 -2.25787
C -3.34469 2.76221 -1.83110
C -2.28099 2.51160 -2.72781
C -1.07742 1.98181 -2.32443
C -0.89983 1.64089 -1.01402
S 0.84498 1.19234 -0.51365
O 1.14264 1.54611 0.90129
C 1.77379 2.31081 -1.63417
C 2.46060 2.01713 -2.80762
C 3.16555 2.97103 -3.51899
C 3.27179 4.28165 -3.03376
C 4.01962 5.35855 -3.79919
C 2.59219 4.54385 -1.86739
C 1.82009 3.61223 -1.17710
H -7.34428 -4.85459 3.06644
H -7.79913 -3.11039 3.23268
H -6.49481 -3.88553 4.34557
H -6.87217 -1.51513 1.78403
H -5.13838 -0.62352 0.44619
H -2.59387 -3.67012 1.94817
H -4.51577 -4.90979 2.65133
H -1.34949 -1.74508 2.91208
H -0.63068 -0.25248 4.79750
H -0.99483 1.93694 5.98029
H -0.91661 4.28411 5.73704
H -1.48680 5.48187 3.56640
H -1.86898 4.09424 1.51170
H -4.06339 2.46483 1.49726
H -6.29140 2.85648 0.64859
H -6.75220 3.29302 -1.83800
H -4.71904 3.55978 -3.26715
H -2.47824 2.90754 -3.70899
H -0.30315 1.87477 -3.05428
H 2.43451 0.97635 -3.34491
H 3.65457 2.70255 -4.42908
H 5.07734 5.24918 -3.70434
H 3.83787 6.32917 -3.23173
H 3.66166 5.62859 -4.79310
H 2.64707 5.53358 -1.45915
H 1.47378 3.92272 -0.16482
N 4.78885 -1.79991 -2.91570
C 5.50407 -1.36341 -1.81108
C 6.75150 -1.78440 -1.36760
C 7.20220 -1.33863 -0.10659
C 6.40543 -0.48012 0.64346
C 5.06816 -0.18742 0.30199
C 4.54301 -0.73726 -0.92492
N 3.26789 -0.89447 -1.55223
C 3.46003 -1.56803 -2.71890
C 2.33883 -1.80581 -3.54495
C 2.16882 -2.76626 -4.60232
S 0.56707 -3.08362 -4.95387
C 0.13031 -1.98060 -3.66240
N 1.06212 -1.26987 -3.11467
H 5.19143 -2.33998 -3.68901
H 7.47746 -2.35010 -1.98564
H 8.10368 -1.77107 0.28586
H 6.86852 -0.04084 1.56372
H 4.45199 0.42043 0.96897
H 2.92706 -3.18964 -5.12105
H -0.96180 -1.79594 -3.60192
O 1.48914 -3.10584 -1.00609
N 1.83690 -3.73086 0.12845
C 2.09350 -5.06739 0.02668
C 2.37320 -5.85040 1.10628
C 2.42380 -5.29649 2.35599
C 2.27918 -3.97226 2.55948
C 1.98401 -3.16033 1.38001
S 1.85748 -1.45042 1.44672
H 1.84662 -5.54609 -0.93981
H 2.60956 -6.88655 0.90914
H 2.60377 -5.81629 3.28801
H 2.38567 -3.55704 3.57954
*
```

For each atom in turn, the Löwdin charge in e is: 0.7092, -0.0262, -0.2487, -0.0415, -0.0897, -0.3472, -0.0554, -0.0020, 0.9861, -0.5359, -0.2831, -0.0630, 0.0204, -0.1432, -0.0194, -0.0474, -0.0482, -0.0498, -0.1041, -0.1502, -0.0604, -0.0830, 0.0561, -0.0079, 0.0116, 0.0503, -0.1587, 0.0774, -0.0210, -0.2171, 0.8699, -0.4564, -0.3576, -0.0843, -0.0230, -0.2413, -0.0267, -0.0304, -0.0651, 0.0807, 0.0962, 0.0951, 0.1118, 0.1009, 0.0827, 0.1052, 0.1241, 0.1463, 0.1381, 0.1134, 0.1217, 0.1233, 0.1353, 0.1305, 0.1408, 0.1269, 0.1364, 0.1192, 0.1274, 0.1149, 0.0759, 0.0990, 0.0888, 0.1142, 0.1352, 0.1770, -0.1772, -0.0103, -0.0748, -0.0805, -0.0081, -0.1451, -0.0027, -0.2701, -0.2526, -0.3300, 1.0987, -0.4311, -0.0393, 0.1856, 0.1259, 0.1067, 0.1271, 0.1011, 0.0412, 0.0965, -0.2532, -0.1762, -0.0117, -0.0477, -0.0884, -0.0534, -0.5587, 0.7462, 0.1521, 0.1228, 0.1239, 0.1296